Computed, not measured: a cluster of 3 separate species, CH4FN3O in total, with the ωB97M-V functional and the def2-TZVPD basis.

Structure (ORCA input):
```
! wB97M-V def2-TZVPD RIJCOSX def2/J DEFGRID3
* xyz 0 1
C -1.72 -0.48 0.44
N -1.36 0.60 0.05
N 1.00 -0.45 -0.61
N 1.13 -0.33 -1.84
O -2.18 -1.45 0.75
F 0.69 0.86 2.03
H 1.47 0.56 -2.23
H -0.80 1.24 0.66
H 0.48 -1.28 -0.51
H 1.29 0.73 1.26
*
```

E_tot	-379.81116	Eh
SMILES string	[H]/N=N/[H].N=C=O.F
relative energy (zero: lowest compared OMol25 entry of this formula, charge and spin)	14.78	kcal per mole

***

Computed, not measured: an isolated molecule of CH4FNO, with the ωB97M-V functional and the def2-TZVPD basis.

Structure (ORCA input):
```
! wB97M-V def2-TZVPD RIJCOSX def2/J DEFGRID3
* xyz 0 1
C 0.27 -0.15 0.15
N -0.01 0.55 -1.09
O 0.77 -0.22 -2.11
F 0.01 -1.43 -2.40
H 0.15 0.48 0.98
H -0.31 -1.07 0.32
H 1.31 -0.40 0.16
H -0.90 0.56 -1.49
*
```

E_tot	-270.17479	Eh
SMILES string	CNOF
relative energy (zero: lowest compared OMol25 entry of this formula, charge and spin)	111.64	kcal per mole